Entry 1:
Formula: C4H10O3
Source: the Open Molecules 2025 dataset
Level of theory: wB97M-V/def2-TZVPD

XYZ file:
```
17
Properties=species:S:1:pos:R:3:forces:R:3:lowdin_charge:R:1
C 1.01492 -1.20676 -0.86901 1.000 0.945 -0.317 -0.053
C 0.18306 -0.73509 0.36063 0.117 -1.462 -1.567 -0.447
O -1.18914 -0.83601 0.04824 -0.512 0.525 0.685 -0.044
C 0.69846 0.57525 0.89338 0.537 -0.335 -0.091 -0.125
C 0.36227 0.89666 2.33873 1.046 0.630 -0.212 -0.258
O -0.17164 0.14152 3.09685 -0.332 -0.070 0.041 0.069
H 1.49129 -0.38764 -1.45316 -0.059 -0.176 0.629 0.078
H 1.79081 -1.87079 -0.48532 0.285 0.117 -0.275 0.071
H 0.50275 -1.74183 -1.65649 -0.767 -0.337 0.357 0.069
H 0.42371 -1.53032 1.06954 -0.653 0.278 0.476 0.136
H -1.52157 -0.04654 -0.41709 0.575 -0.341 0.156 0.046
H 0.58847 1.36897 0.15219 -0.476 0.356 0.308 0.123
H 1.79517 0.44337 0.88527 -0.073 0.143 0.308 0.130
H 0.84183 1.85149 2.72814 -0.573 -0.437 -0.321 0.126
O -1.99519 0.87867 -1.95253 -0.646 0.454 -0.742 -0.043
H -1.95485 1.65925 -2.52022 0.446 0.105 0.259 0.059
H -2.86034 0.53982 -2.21914 0.084 -0.395 0.307 0.064
```
Positions in Å, forces in eV/Å.

Maximum force: 0.042 Eh/bohr
Total charge: 0
DFT total energy: -384.09219 Ha
Spin multiplicity: 1
Structure (SMILES): C[C@H](O)CC=O.O
HOMO-LUMO gap: 9.82 eV
Energy above the lowest of the compared OMol25 structures with the same formula, charge and spin: 36.0 kcal/mol
E_HOMO: -9.48 eV

Entry 2:
Formula: C4H9NO
Source: the Open Molecules 2025 dataset
Level of theory: wB97M-V/def2-TZVPD

XYZ file:
```
15
Properties=species:S:1:pos:R:3:forces:R:3:lowdin_charge:R:1
O 0.35581 2.85673 0.11077 3.053 -1.122 0.131 -0.081
C -0.23910 1.62971 0.46134 -2.481 1.385 6.184 -0.308
C -0.14299 0.66970 -0.54374 -6.624 -4.935 0.566 -0.229
N -0.62873 -0.72116 -0.07988 -1.272 1.140 1.672 -0.140
C -0.12276 -1.91357 -0.69839 -2.732 1.609 6.626 -0.147
C 0.34797 -1.60280 0.67506 -7.166 -2.569 0.948 -0.069
H 1.34475 2.61028 -0.04091 -2.459 1.041 0.245 0.142
H 0.28824 0.90705 1.39881 -1.077 2.803 -1.823 0.178
H -1.34992 1.93676 0.95696 2.930 -1.155 -1.784 0.185
H 0.73051 0.43525 -0.75441 8.989 -0.969 -2.016 0.035
H -0.63110 0.48861 -1.42700 -1.831 1.976 -2.633 0.115
H -0.96500 -2.44314 -0.78138 -2.510 -3.156 -0.375 0.074
H 0.34335 -1.80306 -1.49253 5.157 0.751 -7.087 0.031
H -0.39403 -2.12675 1.57484 3.447 1.534 -2.218 0.189
H 1.06300 -0.92362 0.64047 4.576 1.665 1.564 0.027
```
Positions in Å, forces in eV/Å.

Maximum force: 0.180 Eh/bohr
Total charge: 0
DFT total energy: -287.54817 Ha
Spin multiplicity: 1
Structure (SMILES): OCCN1CC1
HOMO-LUMO gap: 9.72 eV
Energy above the lowest of the compared OMol25 structures with the same formula, charge and spin: 178.4 kcal/mol
E_HOMO: -8.90 eV

Entry 3:
Formula: C33H76BrClN7O4P2
Source: the Open Molecules 2025 dataset
Level of theory: wB97M-V/def2-TZVPD

XYZ file:
```
124
Properties=species:S:1:pos:R:3:forces:R:3:lowdin_charge:R:1
C 2.36048 -3.02614 2.64696 0.169 -0.137 -0.746 -0.111
C 1.81837 -2.14085 1.49590 0.170 -0.863 0.831 -0.230
C 0.33604 -2.44258 1.30565 0.205 -0.040 0.797 -0.603
Br -0.15677 -4.33561 1.35658 -0.099 0.339 -0.363 0.819
N -0.37021 -1.70944 0.19542 0.225 -0.405 0.303 -0.024
C -0.65866 -0.32183 0.71227 -1.107 1.858 0.637 -0.221
C -2.04525 -0.28862 1.44853 0.266 0.206 -0.388 -0.122
C -3.02901 0.78352 0.97014 -0.859 -0.389 0.197 -0.204
C -4.36682 0.56546 1.72238 1.120 0.758 -0.092 -0.193
C -5.26680 1.81595 1.73158 -0.689 -0.459 0.512 -0.193
C -6.65225 1.59786 1.10380 0.108 -0.149 0.238 -0.196
C -7.35418 0.31807 1.61041 0.165 -0.379 -0.344 -0.200
C -7.36691 -0.82212 0.57356 -0.505 -0.064 0.251 -0.199
C -8.55758 -1.80705 0.71793 0.871 -0.049 -0.550 -0.187
C -8.09228 -3.23398 1.00849 -0.799 -0.461 0.021 -0.176
C -7.28695 -3.89915 -0.13340 0.269 0.013 -0.003 -0.228
O -7.26310 -3.16677 -1.34702 0.005 0.016 0.018 -0.215
C -8.33583 -3.51359 -2.20271 0.009 0.201 0.142 -0.105
C -0.55875 0.77798 -0.33902 1.274 -0.557 -1.047 -0.135
C 0.80386 0.78225 -1.08811 -0.727 -0.244 0.047 -0.130
C 1.29252 -0.64506 -1.40454 0.154 0.176 0.102 -0.124
C 0.21825 -1.71882 -1.18556 0.363 0.677 -1.171 -0.220
C 0.57180 -3.08562 -1.79655 -0.089 -0.383 0.229 -0.115
C 2.01405 -3.53752 -1.66088 1.555 0.006 -0.180 -0.749
O 2.98234 -2.91711 -2.00171 -1.443 -0.614 0.514 0.044
Cl 2.27220 -5.18961 -0.99239 -0.278 0.530 -0.291 0.654
H 1.62780 -3.15716 3.44066 0.159 0.143 0.198 0.071
H 3.29743 -2.60843 3.00835 -0.146 0.142 0.245 0.085
H 2.61343 -4.00617 2.24314 -0.143 -0.105 0.135 0.058
H 2.44934 -2.34726 0.63611 -0.171 0.288 -0.213 0.095
H 1.92880 -1.11828 1.86285 -0.100 0.225 -0.551 0.114
H -0.14405 -2.08530 2.21423 -0.174 0.041 -0.085 0.090
H -1.28860 -2.15333 0.12549 0.064 -0.115 -0.045 0.151
H 0.05506 -0.03599 1.48475 0.504 -0.567 -0.222 0.141
H -1.85615 -0.08805 2.50438 -0.009 -0.142 0.046 0.113
H -2.57412 -1.25062 1.41520 0.213 -0.109 -0.086 0.126
H -2.64821 1.78756 1.15192 0.057 -0.013 0.091 0.113
H -3.26866 0.71003 -0.09245 0.299 -0.002 -0.088 0.118
H -4.82858 -0.31108 1.27283 -0.248 0.016 0.182 0.093
H -4.08643 0.33516 2.75369 -0.250 -0.239 0.019 0.112
H -4.75742 2.69139 1.32603 -0.015 -0.074 -0.203 0.106
H -5.46583 2.04867 2.78161 0.119 0.147 -0.006 0.109
H -7.29591 2.44016 1.35949 0.160 0.189 -0.173 0.106
H -6.56938 1.55572 0.01535 -0.070 0.050 -0.022 0.105
H -6.87506 -0.06421 2.51760 -0.034 0.197 0.105 0.113
H -8.38554 0.53839 1.88889 -0.005 0.105 -0.072 0.104
H -6.45577 -1.42207 0.63592 0.138 0.189 -0.069 0.089
H -7.39106 -0.39452 -0.42924 0.059 0.006 -0.006 0.107
H -9.27944 -1.46564 1.45875 0.042 -0.054 0.083 0.109
H -9.05250 -1.83456 -0.25210 -0.313 0.093 0.149 0.091
H -7.52572 -3.29908 1.94060 0.100 0.159 -0.037 0.109
H -8.98323 -3.84653 1.18041 -0.009 0.045 0.061 0.106
H -6.24869 -4.03397 0.17846 0.046 0.129 -0.106 0.111
H -7.66832 -4.90072 -0.35891 -0.043 -0.029 0.228 0.114
H -8.22906 -4.54038 -2.56610 -0.031 0.009 -0.037 0.090
H -8.31999 -2.81493 -3.03629 0.028 -0.073 -0.078 0.092
H -9.29903 -3.41205 -1.69180 -0.028 -0.085 -0.042 0.087
H -0.63129 1.74919 0.13774 -0.475 -0.064 0.147 0.130
H -1.30481 0.66910 -1.12430 -0.419 0.136 0.335 0.117
H 0.61687 1.29802 -2.02992 0.166 0.129 0.025 0.112
H 1.53570 1.37629 -0.54535 0.158 -0.238 0.091 0.119
H 1.52114 -0.71327 -2.46889 0.183 -0.046 0.040 0.119
H 2.22267 -0.86232 -0.88836 -0.055 -0.101 0.044 0.105
H -0.60185 -1.37556 -1.82095 -0.276 -0.061 0.317 0.162
H -0.11397 -3.87591 -1.49754 0.074 0.028 0.233 0.084
H 0.40424 -2.98547 -2.87189 0.206 0.143 -0.031 0.146
O 6.44285 0.22538 -5.87811 0.237 2.256 2.433 -0.275
P 5.06996 0.84422 -5.92862 -2.607 -3.366 -4.340 0.716
N 4.09807 -0.51315 -5.49333 -0.838 -0.073 0.007 -0.338
C 3.79898 -1.61329 -6.38953 0.245 -0.035 -0.387 -0.121
C 4.34707 -0.96739 -4.13177 0.375 0.438 0.187 -0.140
N 5.09334 1.31703 -7.60836 0.465 0.574 -0.362 -0.317
C 4.46536 0.55331 -8.66846 -0.454 -0.091 0.136 -0.141
C 6.39991 1.79440 -8.06874 0.199 -0.229 0.154 -0.149
N 3.76193 1.91441 -5.62496 2.044 1.293 2.122 -0.333
C 2.35058 1.62674 -5.71599 -0.321 -0.510 0.338 -0.114
C 4.08200 3.33693 -5.69378 0.042 0.029 -0.185 -0.131
H 3.07515 -2.28546 -5.92168 0.118 0.023 0.197 0.076
H 4.68399 -2.20100 -6.66741 -0.042 -0.055 -0.020 0.092
H 3.31078 -1.27152 -7.29997 0.142 0.086 -0.007 0.054
H 4.07001 -0.18250 -3.41556 0.096 0.021 -0.012 0.075
H 5.40088 -1.22048 -3.96346 -0.028 -0.042 0.038 0.082
H 3.75230 -1.84138 -3.88482 -0.115 -0.007 -0.245 0.046
H 4.88838 -0.45539 -8.76966 -0.035 0.004 -0.096 0.083
H 4.59539 1.06783 -9.62218 0.142 0.086 0.067 0.082
H 3.38448 0.48099 -8.53072 0.015 -0.133 0.119 0.063
H 7.07347 0.97109 -8.33558 0.063 0.052 0.023 0.082
H 6.89112 2.39064 -7.30072 0.020 -0.066 0.009 0.068
H 6.27131 2.43777 -8.94188 -0.164 -0.057 -0.018 0.082
H 2.04580 1.32745 -6.72392 0.055 -0.059 -0.013 0.079
H 1.76950 2.51593 -5.45816 0.270 0.161 -0.049 0.081
H 2.03953 0.85549 -5.01212 0.084 -0.141 -0.116 0.062
H 3.88396 3.74453 -6.69104 0.008 -0.004 0.002 0.085
H 5.13545 3.50556 -5.46341 0.020 -0.018 -0.070 0.075
H 3.50748 3.90618 -4.95905 -0.015 -0.055 0.009 0.077
O 2.08379 1.78733 3.46255 -1.899 2.612 -0.425 -0.313
P 2.10075 2.38545 4.85638 3.838 -3.595 2.931 0.717
N 3.77192 2.72892 5.04464 0.346 0.112 0.486 -0.341
C 4.77959 1.71685 5.30253 -0.111 -0.452 -0.036 -0.120
C 4.24486 3.75230 4.11714 -0.443 0.281 -0.248 -0.130
N 1.46003 0.98283 5.68843 -0.720 -0.396 -0.125 -0.306
C 2.27332 0.02123 6.40694 0.251 0.216 0.312 -0.130
C 0.44928 0.28139 4.91745 0.033 -0.061 -0.358 -0.170
N 1.70483 3.37813 6.18579 -1.885 1.395 -2.216 -0.329
C 2.53428 3.69479 7.33022 0.720 0.331 -0.012 -0.097
C 0.27804 3.59313 6.41160 -0.075 -0.162 0.045 -0.128
H 5.74060 2.19478 5.49746 -0.050 0.148 -0.166 0.084
H 4.90883 1.00982 4.47125 0.062 -0.015 0.019 0.086
H 4.56332 1.15247 6.20739 -0.132 -0.017 -0.080 0.055
H 3.74114 4.70429 4.31647 -0.046 -0.039 -0.049 0.080
H 4.05985 3.48394 3.07021 0.072 -0.005 0.000 0.072
H 5.31256 3.93036 4.23475 -0.002 -0.135 0.186 0.082
H 3.00165 -0.48352 5.75662 0.008 -0.061 0.063 0.079
H 1.63539 -0.74387 6.85413 -0.128 0.043 -0.112 0.084
H 2.79526 0.48073 7.24679 0.137 0.070 -0.113 0.069
H 0.90129 -0.39720 4.17226 -0.120 -0.039 -0.056 0.061
H -0.18515 0.98960 4.38218 0.014 -0.057 -0.045 0.060
H -0.20277 -0.30317 5.57128 0.144 0.005 0.149 0.087
H 2.80916 2.80517 7.90475 0.004 -0.057 -0.084 0.080
H 1.99701 4.36110 8.00776 -0.265 -0.079 -0.174 0.087
H 3.43962 4.22731 7.05076 0.065 -0.152 -0.068 0.079
H -0.12666 2.86955 7.12767 0.011 0.006 0.000 0.085
H -0.27917 3.49397 5.47745 -0.002 -0.061 0.001 0.071
H 0.08599 4.60154 6.78212 0.058 0.001 -0.013 0.083
```
Positions in Å, forces in eV/Å.

Maximum force: 0.118 Eh/bohr
Total charge: +1
DFT total energy: -5703.75571 Ha
Spin multiplicity: 1
HOMO-LUMO gap: 6.94 eV
E_HOMO: -9.53 eV